# 1
Here is C25H69AgN6O7 as an isolated structure at a distorted geometry from the OMol25 dataset. Energies are from the ωB97M-V functional and the def2-TZVPD basis.

Atoms and positions in Å:
Ag 0.7099 0.5791 -4.8099
C 0.2372 -0.1229 -1.3649
O 0.2692 -0.3928 -2.7511
H 1.1996 0.2587 -1.0238
H -0.3439 0.7563 -1.0867
H -0.0308 -0.9576 -0.7172
C 1.9171 6.1311 0.4339
C 1.2090 4.9948 -0.2960
C 0.7467 3.8412 0.5226
O 1.8157 3.2460 1.1778
C 1.5140 2.0137 1.8432
N 0.1195 5.7427 -0.9392
H 1.3200 6.5150 1.2610
H 2.1642 7.0245 -0.1397
H 2.8540 5.8197 0.8957
H 1.9017 4.6065 -1.0426
H 0.3642 3.0213 -0.0853
H 0.0358 4.1485 1.2897
H 2.3403 1.5506 2.3827
H 1.2100 1.2328 1.1461
H 0.6778 2.0026 2.5423
H -0.4411 5.0387 -1.3976
H -0.5103 6.0889 -0.2295
C -2.6296 -2.8394 3.5495
C -1.3441 -3.0472 4.3553
C -0.1000 -2.2136 3.9482
O 0.3736 -2.5014 2.5784
C 1.4908 -1.6517 2.2610
N -1.6744 -2.9386 5.7547
H -3.4913 -3.3830 3.9368
H -2.5096 -3.1686 2.5173
H -2.8409 -1.7738 3.4599
H -1.0226 -4.0847 4.2634
H 0.7497 -2.4210 4.5986
H -0.3194 -1.1529 4.0706
H 2.3426 -1.9473 2.8735
H 1.2735 -0.5917 2.3919
H 1.7998 -1.7727 1.2228
H -2.4664 -3.5532 5.8778
H -0.9430 -3.3155 6.3405
C 5.6787 -1.7016 4.1378
C 6.1816 -1.3831 2.7184
C 4.9716 -1.0723 1.7316
O 5.4124 -0.7618 0.3651
C 4.4308 -0.6193 -0.6385
N 7.0857 -0.2864 2.8166
H 4.9171 -2.4779 4.2111
H 5.2209 -0.8262 4.5984
H 6.3902 -2.1639 4.8221
H 6.7256 -2.2129 2.2671
H 4.3091 -0.2906 2.1033
H 4.3900 -1.9935 1.6953
H 3.9208 -1.5747 -0.5151
H 4.8695 -0.6369 -1.6362
H 3.7154 0.1966 -0.5356
H 6.7056 0.4430 3.4028
H 7.1015 0.1796 1.9206
C -5.8526 -0.9299 2.2715
C -5.5245 0.3425 1.5505
C -4.0414 0.4902 1.3011
O -3.2254 0.6008 2.4869
C -1.8088 0.7713 2.2298
N -6.1842 0.3256 0.2890
H -5.5838 -1.7963 1.6670
H -6.9249 -1.0432 2.4309
H -5.3125 -0.9940 3.2161
H -5.9340 1.1823 2.1119
H -3.8392 1.4250 0.7783
H -3.6111 -0.3478 0.7527
H -1.3984 -0.1682 1.8597
H -1.3644 1.0792 3.1762
H -1.6150 1.5012 1.4438
H -5.7061 -0.3107 -0.3329
H -5.9306 1.2163 -0.1141
C -2.7567 1.5971 -3.8678
C -1.8596 2.5199 -4.6595
C -2.3366 3.9559 -4.7111
O -2.4164 4.3562 -3.3438
C -2.6914 5.7916 -3.2117
N -0.5016 2.4065 -4.0861
H -2.4952 0.5421 -3.7859
H -3.7537 1.7019 -4.2957
H -2.7665 1.9684 -2.8431
H -1.8016 2.1316 -5.6763
H -3.3022 3.9956 -5.2152
H -1.6591 4.6145 -5.2545
H -3.4213 6.1019 -3.9594
H -1.7915 6.3613 -3.4435
H -2.9547 6.0454 -2.1849
H -0.1295 3.3330 -4.2388
H -0.7126 2.4404 -3.0990
C -1.4945 -4.4908 -2.3462
C 0.0299 -4.4985 -2.6186
C 0.3867 -4.3287 -4.1469
O 1.8107 -4.2341 -4.4739
C 2.5875 -5.3756 -4.1016
N 0.6808 -3.4668 -1.8719
H -2.1684 -5.1136 -2.9344
H -1.9210 -3.5264 -2.6224
H -1.5986 -4.6332 -1.2706
H 0.4825 -5.3823 -2.1689
H -0.0148 -3.3806 -4.5048
H -0.0743 -5.0741 -4.7949
H 3.5727 -5.3017 -4.5623
H 2.1880 -6.3428 -4.4067
H 2.6930 -5.4113 -3.0173
H 0.4118 -2.6127 -2.3391
H 1.6401 -3.6358 -2.1388

The calculation puts the LUMO energy (spin up / spin down) at 0.29 / -2.31 eV. The molar mass is 673.73 g mol⁻¹. The HOMO energy (spin up / spin down) is -5.2 / -9.2 eV. The gap between HOMO and LUMO (spin up / spin down) is 5.50 / 6.92 eV. Its total charge is 0. The spin multiplicity is 3.

=====

# 2
Here is C25H69FN8O12Ti as an isolated structure at a distorted geometry from the OMol25 dataset. Energies are from the ωB97M-V functional and the def2-TZVPD basis.

Atoms and positions in Å:
Ti -0.2623 3.3550 0.6390
C 2.2500 2.2167 -2.9498
C 1.3645 1.5684 -1.9542
O 0.6647 2.3848 -1.0302
H 1.6357 2.9309 -3.4982
H 2.6577 1.4713 -3.6326
H 3.0934 2.7592 -2.5226
H 1.8963 0.7774 -1.4254
H 0.5824 1.0292 -2.4887
C -0.9627 6.3842 -2.0727
C 0.0564 6.4135 -0.9777
O 0.0279 5.2678 -0.1726
H -2.0023 6.3379 -1.7482
H -0.9115 5.4936 -2.6991
H -1.0115 7.2290 -2.7598
H 0.0023 7.3311 -0.3918
H 0.9435 6.4084 -1.6110
C -3.0029 4.0176 3.8250
C -1.4916 4.1875 3.7257
O -1.1074 4.2424 2.3608
H -3.2207 3.0440 3.3860
H -3.5584 4.7133 3.1962
H -3.1595 4.0863 4.9015
H -1.0078 3.3364 4.2050
H -1.1301 5.1273 4.1429
F -0.6244 1.4946 1.4007
C 8.4809 -5.7794 -2.7959
O 7.3601 -5.4270 -3.4470
C 6.4422 -4.6036 -2.7144
C 5.0572 -5.0637 -3.1176
N 4.1893 -4.5764 -2.0712
C 2.8297 -5.0509 -2.3455
C 1.7549 -4.5691 -1.3755
O 1.5930 -3.1566 -1.1594
C 1.4785 -2.3930 -2.3314
H 9.2156 -6.1733 -3.4982
H 8.2536 -6.5452 -2.0543
H 8.9697 -4.9417 -2.2984
H 6.5801 -3.5367 -2.8893
H 6.5294 -4.7573 -1.6388
H 5.0518 -6.1536 -3.1049
H 4.6511 -4.6507 -4.0410
H 4.2545 -3.5685 -2.0658
H 2.8053 -6.1393 -2.2925
H 2.4279 -4.7536 -3.3142
H 1.9067 -5.0176 -0.3937
H 0.8134 -5.0378 -1.6618
H 0.9107 -2.7810 -3.1771
H 2.3954 -1.9549 -2.7257
H 0.8725 -1.5397 -2.0270
C -2.3493 -4.4813 -1.7116
O -2.6324 -3.8722 -0.4703
C -1.8543 -2.7173 -0.0671
C -1.6915 -1.5972 -1.1002
N -2.9104 -0.8695 -1.3071
C -2.7685 0.1921 -2.3829
C -2.2780 -0.3309 -3.7633
O -1.9881 0.6758 -4.7239
C -1.0253 0.2781 -5.7452
H -1.3144 -4.3861 -2.0401
H -2.9378 -3.9691 -2.4728
H -2.4988 -5.5530 -1.5811
H -0.9392 -3.2454 0.2010
H -2.2930 -2.3210 0.8487
H -1.3089 -2.0509 -2.0144
H -0.8286 -0.9932 -0.8193
H -3.1918 -0.4348 -0.4399
H -2.1255 0.9996 -2.0327
H -3.7676 0.6167 -2.4807
H -3.1521 -0.8979 -4.0833
H -1.4605 -1.0340 -3.6038
H -1.3460 -0.6883 -6.1341
H 0.0036 0.2161 -5.3907
H -0.8259 0.9331 -6.5933
C -1.3133 -0.0024 6.0947
C -2.4619 0.6990 6.8033
O -3.6522 0.4891 6.0773
H -0.3881 -0.0967 6.6632
H -1.0075 0.6166 5.2513
H -1.5389 -1.0086 5.7416
H -2.1536 1.7445 6.7986
H -2.5807 0.3817 7.8393
H -4.2776 1.1034 6.4686
C 1.0276 -2.4221 2.1208
C 0.0159 -1.5009 2.7791
O 0.4809 -0.2179 3.1473
H 1.2852 -1.9711 1.1625
H 0.7057 -3.4504 1.9558
H 1.9330 -2.5245 2.7191
H -0.3641 -1.9197 3.7109
H -0.8097 -1.3267 2.0890
H 0.1807 0.4441 2.5203
C -3.7554 0.0738 2.4956
O -3.9249 0.0784 1.2750
N -4.5342 -0.5106 3.3104
N -2.7357 0.6441 3.0851
H -4.4996 -0.4467 4.3177
H -5.3673 -0.8477 2.8494
H -2.7298 0.5483 4.0906
H -1.9300 0.8462 2.5105
C 2.7552 2.8899 1.9877
O 1.6403 3.2170 1.5638
N 3.6042 3.7544 2.3989
N 3.1170 1.6842 2.1510
H 3.2701 4.7067 2.4402
H 4.5164 3.4268 2.6829
H 2.4309 0.9677 1.9613
H 4.0813 1.6718 2.4513
C -3.2742 3.4108 -0.3507
O -2.0764 3.2443 -0.2260
N -4.1906 2.7351 0.2351
N -3.7010 4.5038 -0.8516
H -5.1755 2.8570 0.0472
H -3.9338 1.7602 0.2951
H -4.6982 4.6632 -0.8671
H -3.0313 5.1772 -1.1952

The calculation puts the LUMO energy at -0.19 eV. The molar mass is 740.74 g mol⁻¹. The HOMO energy is -8.0 eV. The gap between HOMO and LUMO is 7.80 eV. Its total charge is 0. The spin multiplicity is 1.